## one
Computed, not measured: C6H10O2 in the gas phase, with ωB97M-V/def2-TZVPD.

Last columns: bonded neighbours and bond lengths (Å).
Geometry (Å):
1 C 1.54744 1.31697 -0.29694  C2 1.535, H9 1.115, H10 1.181, H11 1.101
2 C 0.90745 -0.04070 0.02580  C1 1.535, C3 1.463, O4 1.540, O8 1.517
3 C 1.79596 -1.19463 0.16733  C2 1.463, H12 1.094, H13 1.220, H14 1.227
4 O 0.00356 0.18955 1.25089  C2 1.540, C5 1.401
5 C -1.16586 0.42607 0.51618  O4 1.401, C6 1.453, C7 1.395, H15 1.048
6 C -2.44661 0.00260 -0.02362  C5 1.453, C7 1.458, H16 1.212, H17 1.082
7 C -1.17563 -0.52761 -0.50136  C5 1.395, C6 1.458, O8 1.386, H18 1.049
8 O -0.00470 -0.21409 -1.17338  C2 1.517, C7 1.386
9 H 0.82314 2.15875 -0.40108  C1 1.115
10 H 2.21168 1.60020 0.63784  C1 1.181
11 H 2.14445 1.22997 -1.21734  C1 1.101
12 H 1.33678 -2.18313 0.07819  C3 1.094
13 H 1.99198 -1.24502 1.37030  C3 1.220
14 H 2.88482 -1.01700 -0.37037  C3 1.227
15 H -1.03847 1.38790 0.11896  C5 1.048
16 H -3.08500 -0.96000 0.34471  C6 1.212
17 H -3.06178 0.78874 -0.44058  C6 1.082
18 H -0.97498 -1.46021 -0.06510  C7 1.049

## Properties
Structure (SMILES) ... CC1(C)O[C@@H]2C[C@H]2O1
Gap between HOMO and LUMO ... 9.91 eV

=====

## two
Computed, not measured: C6H10O2 in the gas phase, with ωB97M-V/def2-TZVPD.

Last columns: bonded neighbours and bond lengths (Å).
Geometry (Å):
1 C -0.17014 -1.49209 -0.42219  C2 1.372, C8 1.541, H9 1.009
2 C 0.91882 -1.12120 -1.17076  C1 1.372, O3 1.529, H10 1.065
3 O 1.97358 -0.02730 -1.33958  C2 1.529, C4 1.491
4 C 1.62430 1.24966 -0.65355  O3 1.491, C5 1.492, H11 1.234, H12 1.103
5 C 0.33489 0.88223 0.00142  C4 1.492, O6 1.374, H13 1.128, H14 1.085
6 O -0.49471 1.57964 0.84535  C5 1.374, C7 1.510
7 C -1.63026 0.59983 1.02395  O6 1.510, C8 1.654, H15 1.263, H16 1.232
8 C -1.08674 -0.92330 0.67772  C1 1.541, C7 1.654, H17 1.104, H18 1.178
9 H -0.60231 -2.34100 -0.75419  C1 1.009
10 H 1.45664 -1.73104 -1.85803  C2 1.065
11 H 1.51502 2.31967 -1.25903  C4 1.234
12 H 2.44974 1.50393 0.03291  C4 1.103
13 H -0.26775 0.38378 -0.81157  C5 1.128
14 H 0.85776 0.06203 0.48117  C5 1.085
15 H -1.68817 0.62476 2.28573  C7 1.263
16 H -2.59243 0.98211 0.35536  C7 1.232
17 H -1.95595 -1.59414 0.79673  C8 1.104
18 H -0.64231 -0.95757 1.76855  C8 1.178

## Properties
Structure (SMILES) ... C1=C\OCCOCC/1
Gap between HOMO and LUMO ... 9.70 eV

=====

## three
Computed, not measured: C6H10O2 in the gas phase, with ωB97M-V/def2-TZVPD.

Last columns: bonded neighbours and bond lengths (Å).
Geometry (Å):
1 C 2.47915 -0.86884 -0.91290  C2 1.299, H9 1.082, H10 1.080
2 C 1.81610 -0.42490 0.11266  C1 1.299, C3 1.311
3 C 1.26061 -0.11984 1.26084  C2 1.311, O4 1.348, H11 1.085
4 O -0.02080 0.19592 1.53751  C3 1.348, C5 1.507
5 C -1.02110 0.32157 0.41695  O4 1.507, C6 1.526, C7 1.531, O8 1.396
6 C -1.30857 -1.05749 -0.16979  C5 1.526, H12 1.082, H13 1.081, H14 1.081
7 C -0.64604 1.33117 -0.67170  C5 1.531, H15 1.093, H16 1.089, H17 1.088
8 O -2.17521 0.74635 1.07666  C5 1.396, H18 0.970
9 H 2.61077 -1.92641 -1.10223  C1 1.082
10 H 2.93633 -0.20016 -1.62747  C1 1.080
11 H 1.86577 -0.05752 2.15938  C3 1.085
12 H -2.28615 -1.02844 -0.63352  C6 1.082
13 H -0.54637 -1.33246 -0.88598  C6 1.081
14 H -1.33032 -1.79061 0.62480  C6 1.081
15 H -0.51875 2.32672 -0.23851  C7 1.093
16 H -1.44560 1.36147 -1.40989  C7 1.089
17 H 0.26201 1.03970 -1.19556  C7 1.088
18 H -1.93183 1.48377 1.65874  O8 0.970

## Properties
Structure (SMILES) ... C=C=COC(C)(C)O
Gap between HOMO and LUMO ... 9.54 eV

=====

The most stable arrangement is three, and the next structure is 94.7 kcal/mol less stable.

=====

## one
Computed, not measured: C2H4N4O in the gas phase, with ωB97M-V/def2-TZVPD.

Last columns: bonded neighbours and bond lengths (Å).
Geometry (Å):
1 C 1.53581 0.10660 -0.02831  N2 1.350, H8 1.184, H9 1.218, H10 1.114
2 N 0.20611 -0.04536 0.14684  C1 1.350, N3 1.361, C6 1.432
3 N -0.05238 -1.37967 0.07875  N2 1.361, N4 1.241
4 N -1.27831 -1.45814 -0.09794  N3 1.241, N5 1.427
5 N -1.86453 -0.18662 0.17910  N4 1.427, C6 1.320, H11 1.049
6 C -0.96639 0.76293 -0.00443  N2 1.432, N5 1.320, O7 1.219
7 O -0.85159 1.97639 0.01287  C6 1.219
8 H 1.93692 1.21851 -0.10383  C1 1.184
9 H 2.01127 -0.41734 0.96286  C1 1.218
10 H 2.11013 -0.41898 -0.82564  C1 1.114
11 H -2.78703 -0.15832 -0.32028  N5 1.049

## Properties
Structure (SMILES) ... Cn1nn[nH]c1=O
Gap between HOMO and LUMO ... 10.47 eV

=====

## two
Computed, not measured: C2H4N4O in the gas phase, with ωB97M-V/def2-TZVPD.

Last columns: bonded neighbours and bond lengths (Å).
Geometry (Å):
1 C -0.05218 0.59509 0.06730  C2 1.464, N3 1.283, O7 1.405
2 C -0.52659 -0.39590 -0.89951  C1 1.464, H8 1.174, H9 1.102, H10 1.118
3 N -0.02775 0.58225 1.35029  C1 1.283, N5 1.369
4 N 1.46767 -1.61172 0.36498  N6 1.139
5 N 0.14338 -0.62176 1.97808  N3 1.369, N6 1.205
6 N 0.81765 -1.30145 1.24691  N4 1.139, N5 1.205
7 O -0.00621 1.87965 -0.50043  C1 1.405, H11 0.934
8 H -0.87148 0.24355 -1.82185  C2 1.174
9 H -1.54977 -0.73466 -0.66804  C2 1.102
10 H 0.29909 -0.99682 -1.35416  C2 1.118
11 H 0.30620 2.36178 0.23642  O7 0.934

## Properties
Gap between HOMO and LUMO ... 9.33 eV

=====

The most stable arrangement is one, and the next structure is 37.9 kcal/mol less stable.